[1]
The following is a DFT calculation (ωB97M-V/def2-TZVPD) of a 6-piece molecular cluster, C9H30O7 overall.

Geometry as XYZ:
```
46
Properties=species:S:1:pos:R:3
C 1.4464 35.2282 -3.4073
O 2.2773 35.4533 -4.5280
C 1.9442 34.6111 -5.5969
C 0.6054 34.9690 -6.2739
O 0.7827 34.9967 -7.6642
C -0.4172 35.2943 -8.3288
H 1.6490 34.2439 -2.9495
H 0.3945 35.3164 -3.6800
H 1.7559 35.9202 -2.6254
H 1.8964 33.5663 -5.2438
H 2.7410 34.6155 -6.3410
H 0.2422 35.9390 -5.9082
H -0.1461 34.2095 -6.0083
H -1.1490 34.4807 -8.2531
H -0.1875 35.4662 -9.3796
H -0.8855 36.2012 -7.9234
C 1.1903 30.7696 -3.9061
O 0.1488 29.7911 -3.8390
H 1.3812 31.0663 -4.9396
H 0.8798 31.6735 -3.3880
H 2.1007 30.3955 -3.4355
H 0.2705 29.1809 -4.5722
C -3.1281 28.4028 -2.2298
O -2.6013 29.4717 -2.9870
H -4.1198 28.6938 -1.8897
H -3.1825 27.4829 -2.8154
H -2.5501 28.2144 -1.3173
H -1.6684 29.3333 -3.1922
C -4.1871 36.3815 -6.3159
O -3.2921 35.3952 -5.8393
H -3.8710 36.6515 -7.3232
H -5.2108 35.9999 -6.3988
H -4.1807 37.2778 -5.6898
H -3.6322 35.0423 -5.0063
C -1.7464 32.7958 -3.7668
O -2.9934 32.0974 -3.8775
H -1.1516 32.6097 -4.6674
H -1.9830 33.8598 -3.7779
H -1.1936 32.5003 -2.8770
H -2.7390 31.1795 -3.7077
C -5.9805 34.0842 -3.6253
O -4.6290 34.2072 -3.2512
H -6.1157 34.0357 -4.7119
H -6.4115 33.1514 -3.2347
H -6.5365 34.9123 -3.1952
H -4.1742 33.3605 -3.3890
```

SMILES: COCCOC.CO.CO.CO.CO.CO
Total charge: 0
Gap between HOMO and LUMO in eV: 10.05
Relative energy (zero: lowest compared OMol25 entry of this formula, charge and spin) in kJ/mol: 0.00

Results of the natural (NBO) charge analysis, in e, for atoms 1 through 6:
1. C -0.254
2. O -0.526
3. C -0.080
4. C -0.097
5. O -0.536
6. C -0.248


[2]
The following is a DFT calculation (ωB97M-V/def2-TZVPD) of a 2-piece molecular cluster, C4H13NO overall.

Geometry as XYZ:
```
19
Properties=species:S:1:pos:R:3
C 0.9117 1.8942 0.8455
C 1.3187 0.4509 1.0394
C 1.8906 0.0509 2.3896
H 1.5488 2.6726 1.2973
H 0.7495 2.1461 -0.2007
H 0.0324 2.1876 1.4373
H 0.4541 -0.1307 0.7346
H 2.0307 0.2458 0.2342
H 1.0489 -0.2234 3.0203
H 2.3883 0.8696 2.9230
H 2.5525 -0.8065 2.3078
N -2.1002 -0.1184 -1.8891
C -1.5545 -1.4261 -1.9812
O -2.6346 -2.3040 -2.2920
H -2.8836 0.1106 -1.3033
H -1.4811 0.6665 -1.9878
H -1.1907 -1.8158 -1.0097
H -0.7405 -1.4507 -2.7055
H -2.3408 -3.0191 -2.8595
```

SMILES: CCC.NCO
Total charge: 0
Gap between HOMO and LUMO in eV: 9.96
Relative energy (zero: lowest compared OMol25 entry of this formula, charge and spin) in kJ/mol: 108.10

Results of the natural (NBO) charge analysis, in e, for atoms 1 through 6:
1. C -0.610
2. C -0.405
3. C -0.610
4. H 0.204
5. H 0.207
6. H 0.199


[3]
The following is a DFT calculation (ωB97M-V/def2-TZVPD) of a 10-piece molecular cluster, C20H60O20 overall.

Geometry as XYZ:
```
100
Properties=species:S:1:pos:R:3
O 4.5626 0.4503 -2.4474
C 3.4126 0.2926 -3.2389
C 3.0092 -1.1581 -3.3855
O 2.5799 -1.4873 -2.1476
H 5.2346 -0.2092 -2.6034
H 2.5691 0.8239 -2.7565
H 3.6888 0.7808 -4.1800
H 3.8707 -1.7243 -3.7130
H 2.1976 -1.2412 -4.1555
H 2.0729 -2.3181 -2.0265
O 2.6310 4.3744 1.4842
C 1.6141 4.4383 2.4712
C 1.6084 3.2555 3.4588
O 1.0933 2.0121 2.9353
H 2.1268 3.9827 0.7413
H 1.8780 5.3330 3.0558
H 0.5799 4.6393 2.0457
H 1.1613 3.6017 4.3992
H 2.5976 3.1302 3.8761
H 1.8280 1.3292 2.8714
O -4.0421 -1.0520 -1.8607
C -4.0337 -1.8339 -0.7107
C -5.1095 -2.7912 -0.6061
O -5.2035 -3.4557 -1.8550
H -4.1744 -1.7535 -2.5683
H -3.0350 -2.3446 -0.6816
H -4.1259 -1.1983 0.1930
H -6.0741 -2.3503 -0.4859
H -4.9916 -3.4400 0.1868
H -5.1483 -4.4464 -1.7329
O 0.9192 -4.7760 -4.8543
C -0.0186 -3.9004 -4.2025
C -0.0137 -4.2303 -2.7008
O 1.1955 -3.9651 -1.8993
H 1.4033 -4.3574 -5.5116
H 0.2755 -2.8445 -4.3139
H -1.0198 -4.0042 -4.6082
H -0.3036 -5.2845 -2.4753
H -0.8285 -3.6325 -2.2646
H 1.8316 -4.6288 -2.1206
O 3.3087 7.3512 -2.5712
C 3.4522 5.9396 -2.5544
C 4.7387 5.4436 -1.9476
O 4.7566 5.7563 -0.5412
H 3.6567 7.7158 -1.7080
H 2.5766 5.4932 -2.0068
H 3.4034 5.6596 -3.5442
H 5.6065 5.9620 -2.4560
H 4.8037 4.3644 -2.1597
H 4.1116 5.2247 -0.0924
O -1.4497 -3.7824 1.3570
C -0.0978 -3.3262 1.1100
C 0.7631 -3.0600 2.3368
O 2.0464 -2.7439 1.9614
H -1.9068 -3.0941 1.8615
H 0.3054 -4.1320 0.5666
H -0.0913 -2.5033 0.4086
H 0.7284 -3.9580 3.0239
H 0.3972 -2.2358 2.9858
H 2.7012 -3.2230 2.4861
O 2.8883 -0.0400 0.2039
C 4.0884 -0.2730 0.8718
C 4.0027 0.3882 2.2160
O 2.9278 0.0383 3.0595
H 2.9360 -0.4211 -0.6883
H 4.2299 -1.3495 0.9573
H 4.9056 0.1185 0.2623
H 3.9428 1.4707 2.0442
H 4.9622 0.2858 2.7254
H 2.7135 -0.9212 2.8616
O -2.4033 -1.4259 2.5575
C -3.2075 -1.1097 3.7133
C -4.1494 -2.2842 3.8338
O -4.7990 -2.0053 5.1283
H -1.8527 -0.6393 2.4587
H -2.5385 -1.2308 4.6247
H -3.6599 -0.1140 3.5480
H -3.5066 -3.2221 3.8932
H -4.9114 -2.3560 3.0300
H -5.3399 -2.7919 5.2514
O -4.0806 1.2737 0.9388
C -4.8847 2.2516 0.2961
C -5.5634 1.5043 -0.8357
O -4.6325 1.5746 -1.8757
H -3.4291 1.7767 1.4279
H -5.6002 2.7116 1.0219
H -4.2730 3.0387 -0.2098
H -6.4302 2.1330 -1.1991
H -5.9145 0.5509 -0.4846
H -4.4771 0.6819 -2.1855
O -1.1999 0.8125 1.5467
C -0.7739 0.3140 0.2925
C -0.3882 1.3711 -0.7170
O 0.9101 1.9521 -0.5385
H -0.4358 1.2147 2.0163
H 0.1012 -0.3209 0.3712
H -1.6405 -0.1906 -0.2065
H -1.1262 2.1073 -0.3919
H -0.6095 0.9256 -1.6996
H 1.5891 1.3314 -0.2485
```

SMILES: OCCO.OCCO.OCCO.OCCO.OCCO.OCCO.OCCO.OCCO.OCCO.OCCO
Total charge: 0
Gap between HOMO and LUMO in eV: 9.54
Relative energy (zero: lowest compared OMol25 entry of this formula, charge and spin) in kJ/mol: 212.88

Results of the Löwdin charge analysis, in e, for atoms 1 through 6:
1. O -0.059
2. C -0.236
3. C -0.278
4. O -0.071
5. H 0.087
6. H 0.129


[4]
The following is a DFT calculation (ωB97M-V/def2-TZVPD) of one molecule with the formula CH3NOSi.

Geometry as XYZ:
```
7
Properties=species:S:1:pos:R:3
N 2.8623 -0.0642 -0.1296
C 1.7574 0.1734 0.0787
O 0.5680 0.5773 0.2665
Si -0.9313 -0.1541 -0.0263
H -0.8900 -1.4231 -0.8024
H -1.8163 -0.3220 1.2658
H -1.5501 1.2127 -0.6527
```

SMILES: N#CO[SiH3]
Total charge: 0
Gap between HOMO and LUMO in eV: 11.19
Relative energy (zero: lowest compared OMol25 entry of this formula, charge and spin) in kJ/mol: 139.68

Results of the natural (NBO) charge analysis, in e, for atoms 1 through 6:
1. N -0.415
2. C 0.546
3. O -0.801
4. Si 1.136
5. H -0.152
6. H -0.159


[5]
The following is a DFT calculation (ωB97M-V/def2-TZVPD) of a 2-piece molecular cluster, C7H14 overall.

Geometry as XYZ:
```
21
Properties=species:S:1:pos:R:3
C -2.4488 -0.1186 0.8126
C -1.8328 0.0835 -0.5424
C -0.8814 0.9604 -0.8608
C -0.2192 1.9421 0.0656
H -1.8443 0.3190 1.6133
H -3.4442 0.3401 0.8641
H -2.5771 -1.1854 1.0297
H -2.2019 -0.5719 -1.3315
H -0.5269 0.9708 -1.8910
H 0.8247 2.1070 -0.2226
H -0.2269 1.6036 1.1070
H -0.7223 2.9168 0.0340
C 0.8231 -1.8669 -0.6233
C 1.9238 -1.1238 -0.6125
C 2.4377 -0.3936 0.5962
H 0.4777 -2.3734 -1.5203
H 0.2050 -1.9745 0.2666
H 2.5040 -1.0239 -1.5296
H 1.6390 -0.2347 1.3287
H 3.2377 -0.9612 1.0869
H 2.8530 0.5846 0.3293
```

SMILES: C/C=C\C.C=CC
Total charge: 0
Gap between HOMO and LUMO in eV: 9.90
Relative energy (zero: lowest compared OMol25 entry of this formula, charge and spin) in kJ/mol: 159.50

Results of the natural (NBO) charge analysis, in e, for atoms 1 through 6:
1. C -0.655
2. C -0.191
3. C -0.175
4. C -0.657
5. H 0.208
6. H 0.220


[6]
The following is a DFT calculation (ωB97M-V/def2-TZVPD) of one molecule with the formula C4H10N2O.

Geometry as XYZ:
```
17
Properties=species:S:1:pos:R:3
H -0.9652 -1.2857 2.0847
N -1.6479 -1.0390 1.3695
C -1.2483 -0.2088 0.5144
C -2.1732 0.2815 -0.5454
C 0.1725 0.4042 0.4915
O 0.2344 1.6215 -0.1807
C 1.0709 -0.6210 -0.2092
N 2.3664 0.0955 -0.5091
H -1.7716 0.0461 -1.5303
H -3.1479 -0.1810 -0.4215
H -2.2567 1.3633 -0.4702
H 0.5182 0.5172 1.5379
H 1.1914 1.6312 -0.5727
H 1.1664 -1.5268 0.4052
H 0.6538 -0.8772 -1.1857
H 2.9467 -0.4570 -1.1276
H 2.8901 0.2362 0.3492
```

SMILES: [H]/N=C(/C)[C@H](O)CN
Total charge: 0
Gap between HOMO and LUMO in eV: 10.33
Relative energy (zero: lowest compared OMol25 entry of this formula, charge and spin) in kJ/mol: 155.48

Results of the natural (NBO) charge analysis, in e, for atoms 1 through 6:
1. H 0.328
2. N -0.636
3. C 0.321
4. C -0.675
5. C 0.021
6. O -0.733


[7]
The following is a DFT calculation (ωB97M-V/def2-TZVPD) of C17H30Cl2IrN3O3 as an isolated structure.

Geometry as XYZ:
```
56
Properties=species:S:1:pos:R:3
O 1.3999 1.3340 -1.2140
C 0.5302 1.2633 -2.2760
C 0.9373 2.3288 -3.2646
C 1.6109 3.4648 -2.7525
H 1.4936 3.7181 -1.6611
C 2.4978 4.1832 -3.5686
H 3.0447 5.0228 -3.1425
C 2.6579 3.8144 -4.9242
H 3.3111 4.4144 -5.5702
C 2.0256 2.6717 -5.4232
H 2.2191 2.3521 -6.4343
C 1.1346 1.9668 -4.6109
H 0.6191 1.0549 -4.9715
H 0.2753 0.2761 -2.7578
C -1.7733 2.1835 -1.7571
C -0.9550 0.9771 -1.3152
H -2.8471 2.1709 -1.4323
H -1.7235 2.1109 -2.8909
H -1.3686 3.1544 -1.4062
C -1.4342 -0.2896 -1.5663
C -2.8787 -0.5725 -1.5831
H -0.6846 -1.1120 -1.7437
H -3.2776 -0.4508 -2.6057
H -3.4086 0.1406 -0.9338
H -3.0925 -1.5948 -1.2427
Ir 0.5142 0.7930 0.3700
Cl -0.1642 2.9765 0.8832
Cl 1.3976 -1.2302 -0.2723
C -1.3761 0.5123 2.6403
O -0.3635 0.0385 2.0985
N -1.8138 0.0331 3.8084
C -1.1972 -1.0862 4.5198
C -2.9466 0.6435 4.4811
H -1.9412 1.3759 2.2092
H -0.4355 -1.5608 3.9084
H -1.9810 -1.8191 4.7707
H -0.7570 -0.7107 5.4561
H -3.3724 1.4329 3.8559
H -2.6538 1.0919 5.4386
H -3.7386 -0.0836 4.6780
H -0.3845 -5.0683 2.5657
H 2.2044 -5.7353 0.5783
C -0.3471 -4.3842 1.7013
C 1.5911 -4.8873 0.2077
N 1.0242 -4.1162 1.3183
H -0.8561 -3.4512 1.9480
C 1.7629 -3.2042 2.0161
O 1.3192 -2.3605 2.7897
H 2.2351 -4.2339 -0.4034
H 2.8815 -3.3107 1.7870
H -0.8565 -4.8857 0.8653
H 0.7893 -5.3003 -0.4221
N 2.0752 0.9637 1.6379
H 2.9495 1.1249 1.1278
H 1.9581 1.7536 2.2867
H 2.1692 0.1051 2.1981
```

Multiplicity: 5
Total charge: 0
Gap between HOMO and LUMO (spin up / spin down) in eV: 4.51 / 5.61
Relative energy (zero: lowest compared OMol25 entry of this formula, charge and spin) in kJ/mol: 219.85

Results of the natural (NBO) charge analysis, in e, for atoms 1 through 6:
1. O -0.553
2. C 0.024
3. C -0.038
4. C -0.191
5. H 0.233
6. C -0.243


[8]
The following is a DFT calculation (ωB97M-V/def2-TZVPD) of an isolated ion of composition C4H8NO2 and charge -1.

Geometry as XYZ:
```
15
Properties=species:S:1:pos:R:3
C -0.1055 -1.8276 0.4427
N -0.1964 -0.4957 1.0337
C 0.2653 -0.5034 2.3975
C 0.4039 0.5590 0.2360
C -0.1389 0.7924 -1.2028
O -0.3569 1.9930 -1.4688
O -0.2415 -0.1934 -1.9645
H -0.8994 -2.4587 0.8299
H 0.8462 -2.3257 0.6895
H -0.1637 -1.7161 -0.6276
H 1.3632 -0.5809 2.4880
H -0.1854 -1.2972 2.9603
H -0.0703 0.4287 2.8682
H 0.2544 1.4849 0.7930
H 1.4948 0.4204 0.1218
```

SMILES: CN(C)CC(=O)[O-]
Total charge: -1
Gap between HOMO and LUMO in eV: 7.81
Relative energy (zero: lowest compared OMol25 entry of this formula, charge and spin) in kJ/mol: 93.20

Results of the natural (NBO) charge analysis, in e, for atoms 1 through 6:
1. C -0.439
2. N -0.433
3. C -0.400
4. C -0.334
5. C 0.757
6. O -0.777


Summary of DFT total energy in Eh
-887.45443, -290.15576, -2302.60745, -459.35565, -275.05550, -343.14224, -2080.22761, -362.48873
(order as listed above)